Below is 3 unconnected molecules or ions with the total composition C14H25NO7S2Si at a distorted geometry, with properties calculated with ωB97M-V/def2-TZVPD.

Each line ends with the natural charge from an NBO analysis.
Cartesian coordinates (Å):
Si  5.01410  -2.71208  1.55305  0.87
C  4.62542  -2.34332  -0.29647  -0.89
C  4.61866  -0.72458  -0.67686  -0.40
C  3.07278  -0.14062  -0.92616  -0.53
S  1.85440  -0.69687  0.39315  0.19
C  0.27773  0.29585  0.20306  -0.05
S  0.42747  1.98907  -0.14144  -0.04
N  -1.13732  -0.21901  0.34355  -0.51
C  -1.78064  -0.55461  -0.98286  -0.26
C  -1.26686  -2.05390  -1.43593  -0.12
O  -1.96325  -3.01176  -0.52618  -0.55
C  -1.25711  -2.84650  0.75657  -0.11
C  -1.26809  -1.32504  1.36493  -0.27
H  5.59801  -4.05651  1.78668  -0.16
H  5.84978  -1.67483  2.20734  -0.16
H  3.71870  -2.73584  2.27361  -0.17
H  3.57280  -2.76406  -0.66720  0.25
H  5.44182  -2.84452  -0.99022  0.25
H  5.22008  -0.48798  -1.66650  0.23
H  5.05918  -0.05099  0.20218  0.22
H  2.66833  -0.52312  -1.95880  0.22
H  3.18130  1.03908  -1.01628  0.26
H  -1.47025  0.24232  -1.79913  0.26
H  -2.94492  -0.62270  -0.83154  0.24
H  -1.51296  -2.22959  -2.56649  0.21
H  -0.12336  -2.13496  -1.17079  0.19
H  -1.84950  -3.52184  1.54303  0.20
H  -0.16951  -3.33661  0.70916  0.19
H  -0.39848  -1.25368  2.17640  0.22
H  -2.28026  -1.17278  1.96817  0.22
O  -3.31016  1.64741  -2.78048  -0.57
C  -4.31981  1.07503  -3.15554  0.96
O  -5.13458  1.52254  -4.15522  -0.48
C  -6.05050  0.48092  -4.43639  -0.10
C  -6.07391  -0.30771  -3.16733  -0.10
O  -4.78250  -0.09646  -2.62905  -0.49
H  -7.03288  0.88716  -4.69240  0.21
H  -5.67415  -0.10149  -5.28388  0.18
H  -6.81878  0.06572  -2.45669  0.19
H  -6.25192  -1.37232  -3.34221  0.21
O  3.31952  5.15306  5.11143  -0.58
C  2.48257  4.57182  4.44110  0.96
O  2.08702  3.28194  4.64899  -0.48
C  0.95875  3.05987  3.82398  -0.10
C  1.11779  4.07922  2.74295  -0.11
O  1.82017  5.12682  3.38428  -0.48
H  0.95768  2.03771  3.43560  0.21
H  0.05129  3.21662  4.41646  0.18
H  1.71974  3.71038  1.90575  0.19
H  0.15664  4.43372  2.36062  0.21

Results
Charge: 0
Kohn-Sham gap, eV: 7.836
SMILES string: [SiH3]CCCSC(=S)N1CCOCC1.O=C1OCCO1.O=C1OCCO1
LUMO, Ha: -0.027


Below is a molecular structure, C14H26BMnN2P at a distorted geometry, with properties calculated with ωB97M-V/def2-TZVPD.

Each line ends with the natural charge from an NBO analysis.
Cartesian coordinates (Å):
C  4.26337  -2.19952  1.32003  -0.15
C  3.82369  -1.06610  2.00847  -0.18
C  2.59609  -0.46310  1.68137  -0.05
C  1.78041  -1.01777  0.69382  -0.34
C  2.21624  -2.15453  0.00724  0.02
C  3.45183  -2.75226  0.31834  -0.23
C  2.14685  0.73585  2.47291  -0.46
C  1.87041  2.05363  1.73211  -0.23
N  1.38483  1.92489  0.32438  -0.50
Mn  0.06560  0.06965  0.29770  1.12
C  1.42101  -2.72308  -1.16351  -0.77
P  0.55563  -1.35411  -1.97441  1.30
H  4.42715  -0.64461  2.81277  0.24
H  3.77336  -3.63548  -0.24300  0.24
H  5.23430  -2.64747  1.54276  0.25
H  0.70136  -3.49886  -0.84314  0.28
H  2.11185  -3.17810  -1.90093  0.29
H  1.22513  0.46677  3.02123  0.22
H  2.92012  0.95017  3.22137  0.26
H  1.10637  2.60221  2.29424  0.23
C  -0.66205  -1.83001  -3.20239  -0.97
C  1.90278  -0.60318  -2.91508  -0.96
H  2.78077  2.67112  1.71125  0.22
C  2.54085  1.85429  -0.60393  -0.43
C  0.54512  3.08794  -0.06080  -0.43
H  -0.57823  -0.82720  -1.09390  -0.05
H  3.13156  2.77845  -0.50455  0.22
H  3.17000  0.98778  -0.36634  0.23
H  2.17722  1.76849  -1.63436  0.20
H  1.15589  4.00233  -0.11596  0.23
H  0.10309  2.88822  -1.04840  0.20
H  -0.24938  3.22919  0.68423  0.22
H  2.19825  -1.32417  -3.69800  0.30
H  1.61398  0.32771  -3.41311  0.27
H  2.80269  -0.40759  -2.32188  0.29
H  -0.19192  -2.45861  -3.96621  0.29
H  -1.50262  -2.35179  -2.73271  0.28
H  -1.04128  -0.90283  -3.65587  0.27
H  -1.97848  0.64201  -0.96282  0.45
B  -4.60946  0.35713  0.96505  -0.66
C  -3.19579  0.40551  0.53386  0.72
N  -2.06947  0.47345  0.06498  -0.92
H  -4.73523  -0.77056  1.40340  0.14
H  -5.16826  0.50621  -0.11504  0.20
H  -4.83911  1.25854  1.74972  0.14

Results
Charge: +2
Kohn-Sham gap (alpha / beta), eV: 6.867 / 7.577
LUMO (alpha / beta), Ha: -0.309 / -0.277
Spin multiplicity: 4


Below is a molecular structure, C14H26BN4NiO3S2 at a distorted geometry, with properties calculated with ωB97M-V/def2-TZVPD.

Each line ends with the natural charge from an NBO analysis.
Cartesian coordinates (Å):
Ni  3.04295  -2.38680  0.02142  1.18
C  -0.18827  -1.21162  3.02683  -0.27
O  -1.54598  -1.38206  2.68516  -0.56
C  -2.32388  -0.21344  2.79103  -0.08
C  -2.53012  0.41170  1.36385  -0.08
O  -1.36252  1.09264  0.92316  -0.56
C  -1.54284  2.43539  0.31369  -0.08
C  -1.17313  3.53400  1.25146  -0.10
O  -0.04848  3.13209  2.05596  -0.55
C  0.41153  4.16878  2.95228  -0.25
H  -0.01910  -0.82219  4.06049  0.18
H  0.30136  -0.49190  2.30197  0.18
H  0.39344  -2.16841  2.92107  0.19
H  -1.79997  0.53139  3.34261  0.19
H  -3.34466  -0.47689  3.11881  0.19
H  -3.38629  1.11134  1.40548  0.16
H  -2.76728  -0.33958  0.60297  0.17
H  -2.57176  2.53360  -0.07141  0.19
H  -0.80697  2.33313  -0.50310  0.18
H  -2.03685  3.67422  1.96083  0.17
H  -0.91242  4.47154  0.71763  0.18
H  0.85142  4.96372  2.35860  0.17
H  1.21889  3.62731  3.43470  0.20
H  -0.41822  4.45371  3.65468  0.18
C  -1.58709  -4.31384  0.59724  -0.42
N  -1.10771  -3.51496  -0.57253  -0.32
C  -1.88468  -2.81176  -1.54401  -0.07
C  -0.94257  -2.29959  -2.37397  -0.03
N  0.36928  -2.54368  -1.95043  -0.51
B  1.74670  -2.21258  -2.57306  0.33
N  2.05589  -0.70366  -2.80734  -0.52
C  1.71312  0.02914  -3.96046  -0.05
C  2.03260  1.34465  -3.79617  -0.06
N  2.46125  1.47682  -2.43006  -0.33
C  2.90134  2.58511  -1.63008  -0.42
C  2.49467  0.21629  -1.88818  0.26
S  2.82400  -0.06619  -0.28575  -0.27
C  0.21863  -3.19800  -0.71744  0.26
S  1.50748  -3.95491  0.10726  -0.28
H  -2.49634  -4.85110  0.40560  0.23
H  -1.75585  -3.59169  1.46789  0.25
H  -0.72239  -4.94100  0.84432  0.23
H  -2.96659  -2.79457  -1.62672  0.26
H  -1.07443  -1.77446  -3.29827  0.23
H  2.58398  -2.54638  -1.69685  -0.16
H  1.99368  -2.84443  -3.55158  0.00
H  1.47765  -0.58417  -4.85255  0.25
H  1.83287  2.26053  -4.38610  0.25
H  3.47036  3.32932  -2.19689  0.23
H  3.36557  2.16093  -0.75114  0.24
H  2.04776  3.16251  -1.22287  0.22

Results
Charge: +1
Kohn-Sham gap (alpha / beta), eV: 7.837 / 6.450
LUMO (alpha / beta), Ha: -0.133 / -0.184
Spin multiplicity: 3


no.,electronic energy (Eh)
1,-2215.5639
2,-2175.0113
3,-3323.0636